No. 1
Formula: C4H9NO6S
Source: OMol25
Level of theory: ωB97M-V with the def2-TZVPD basis set

Values from the calculation:
Highest occupied orbital energy (Eh): -0.3748
Charge: 0
Orbital gap (eV): 10.51
Energy (eV): -28903.4230
ΔE to the lowest compared entry with this formula, charge and spin (kcal/mol): 0.0
2S+1: 1

```
21
Properties=species:S:1:pos:R:3:mulliken_charge:R:1
C -2.47 -0.36 0.86 0.34
C 2.00 1.38 -0.43 -0.77
C 2.77 0.54 0.58 -0.26
C -2.76 0.09 -0.59 0.65
N -1.78 -0.04 -1.51 -0.31
O -3.48 -0.02 1.68 -0.52
O -1.45 -0.89 1.19 -0.53
O 0.59 -1.23 -1.02 -0.63
O 0.95 -2.21 1.25 -0.50
O -3.82 0.63 -0.80 -0.68
O 2.75 -0.82 0.04 -0.20
S 1.62 -1.87 -0.20 0.54
H 2.79 1.62 -1.28 0.26
H 1.04 1.07 -0.67 0.17
H 1.98 2.41 -0.03 0.35
H 2.51 0.59 1.71 0.26
H 3.82 1.02 0.47 0.24
H -0.90 -0.56 -1.30 0.40
H -0.05 -1.94 1.55 0.53
H -2.06 0.14 -2.48 0.23
H -4.05 0.47 0.97 0.43
```

---

No. 2
Formula: C7H11N
Source: OMol25
Level of theory: ωB97M-V with the def2-TZVPD basis set

Values from the calculation:
Highest occupied orbital energy (spin up / spin down) (Eh): -0.2720 / -0.2611
Charge: 0
Orbital gap (spin up / spin down) (eV): 8.30 / 8.08
Energy (eV): -8919.8412
ΔE to the lowest compared entry with this formula, charge and spin (kcal/mol): 181.9
2S+1: 1

```
19
Properties=species:S:1:pos:R:3:mulliken_charge:R:1
C 0.06 -0.18 -2.64 0.13
C 0.98 1.27 0.67 -0.89
C 0.41 0.60 1.85 -0.64
C 0.77 -1.36 -2.47 -0.50
C -0.07 0.26 0.47 1.79
C -1.47 0.56 -0.06 -1.60
C 0.33 -1.12 0.21 -1.53
N -0.62 -1.17 -3.02 -0.45
H -0.19 0.85 -2.42 0.48
H 0.75 2.33 0.61 0.24
H 2.00 1.15 0.38 0.27
H 0.85 -0.14 2.50 0.30
H -0.47 1.19 2.32 0.23
H 1.56 -1.98 -2.83 0.37
H -1.58 0.23 -1.07 0.41
H -1.59 1.63 0.05 0.40
H -2.30 0.01 0.60 0.29
H -0.33 -1.93 -0.16 0.39
H 1.21 -1.54 0.69 0.32
```

---

No. 3
Formula: C5H6CrO3
Source: OMol25
Level of theory: ωB97M-V with the def2-TZVPD basis set

Values from the calculation:
Highest occupied orbital energy (spin up / spin down) (Eh): -0.6727 / -0.6759
Charge: +2
Orbital gap (spin up / spin down) (eV): 6.85 / 8.29
Energy (eV): -39823.7807
ΔE to the lowest compared entry with this formula, charge and spin (kcal/mol): 16.3
2S+1: 5

```
15
Properties=species:S:1:pos:R:3:mulliken_charge:R:1
O 2.87 -1.08 0.20 -0.93
C 1.96 -0.22 0.41 0.85
O 1.64 0.32 1.46 -0.51
O 1.20 -0.03 -0.72 -0.30
C 0.42 1.14 -0.77 -0.39
Cr 3.04 -2.77 0.90 1.64
H 0.98 2.02 -0.42 0.37
H 0.14 1.28 -1.82 0.38
C -0.84 1.02 0.10 -0.20
C -1.63 -0.13 -0.06 0.38
C -2.36 -1.16 -0.18 -0.66
H -1.44 1.93 0.17 0.44
H -0.50 0.81 1.16 0.31
H -2.54 -1.82 0.68 0.31
H -2.94 -1.31 -1.11 0.30
```

---

No. 4
Formula: C4H6ClNS
Source: OMol25
Level of theory: ωB97M-V with the def2-TZVPD basis set

Values from the calculation:
Highest occupied orbital energy (spin up / spin down) (Eh): -0.2814 / -0.2701
Charge: 0
Orbital gap (spin up / spin down) (eV): 7.18 / 6.81
Energy (eV): -29089.0109
ΔE to the lowest compared entry with this formula, charge and spin (kcal/mol): 86.1
2S+1: 1

```
13
Properties=species:S:1:pos:R:3:mulliken_charge:R:1
C -0.16 -1.48 0.99 -0.18
C 0.54 0.64 0.12 0.08
C -1.87 -1.20 -1.42 -0.33
C 1.20 1.83 0.80 -1.07
N 0.43 -0.44 0.74 -0.14
S -1.68 -2.07 -0.03 -0.11
Cl -0.59 -1.24 -2.61 -0.17
H 0.34 -2.33 1.36 0.36
H 0.37 0.72 -0.99 0.29
H -2.77 -0.67 -1.67 0.38
H 0.87 1.92 1.80 0.31
H 0.90 2.63 0.22 0.35
H 2.44 1.68 0.68 0.24
```

---

No. 5
Formula: C5H11NOS
Source: OMol25
Level of theory: ωB97M-V with the def2-TZVPD basis set

Values from the calculation:
Highest occupied orbital energy (Eh): -0.3157
Charge: 0
Orbital gap (eV): 9.42
Energy (eV): -19734.3544
ΔE to the lowest compared entry with this formula, charge and spin (kcal/mol): 63.2
2S+1: 1
SMILES: CCC(=O)N(C)SC

```
19
Properties=species:S:1:pos:R:3:mulliken_charge:R:1
C -2.73 -0.21 1.09 -0.88
C -2.22 -0.04 -0.34 -0.51
C -0.77 -0.46 -0.52 0.47
C 0.00 2.00 -0.05 -0.94
C 2.35 -0.86 1.08 -0.80
H -3.67 0.43 1.16 0.26
H -1.75 0.22 1.76 0.19
H -2.82 -1.26 1.34 0.36
H -2.33 1.10 -0.61 0.26
H -2.82 -0.66 -1.02 0.33
H 0.90 2.39 0.40 0.32
H -0.18 2.52 -0.98 0.32
H -0.96 2.21 0.51 0.33
H 3.45 -0.97 1.18 0.35
H 2.14 -0.29 1.92 0.29
H 1.80 -1.86 0.75 0.21
N 0.23 0.53 -0.10 0.11
O -0.54 -1.62 -0.91 -0.58
S 1.82 0.17 -0.37 -0.09
```

---

No. 6
Formula: C59H65As3BrClIrN5O2S3
Source: OMol25
Level of theory: ωB97M-V with the def2-TZVPD basis set

Values from the calculation:
Highest occupied orbital energy (spin up / spin down) (Eh): -0.4187 / -0.4187
Charge: +2
Orbital gap (spin up / spin down) (eV): 6.14 / 6.14
Energy (eV): -374188.1463
ΔE to the lowest compared entry with this formula, charge and spin (kcal/mol): 52.6
2S+1: 1

```
140
Properties=species:S:1:pos:R:3:mulliken_charge:R:1
Ir 0.12 -0.25 -0.71 1.52
N 0.00 1.65 -0.26 -0.71
S -0.34 2.58 0.85 1.65
N 0.83 3.14 1.79 -0.36
S 1.81 2.30 2.64 1.78
N 1.29 1.04 3.37 -0.05
S 1.20 -0.40 2.60 0.86
N 0.69 -0.47 1.25 -0.37
C 0.24 -1.28 3.79 0.51
C 0.33 -2.66 3.75 -0.11
C -0.50 -3.41 4.56 -0.66
C -1.41 -2.77 5.39 -0.83
C -1.48 -1.39 5.44 -0.82
C -0.65 -0.62 4.64 -0.65
C 2.84 -1.05 2.83 1.10
C 3.62 -1.28 1.71 -0.17
C 4.91 -1.76 1.88 -0.93
C 5.39 -2.02 3.16 -0.81
C 4.58 -1.81 4.27 -1.03
C 3.30 -1.30 4.12 -0.88
C 2.30 3.39 3.92 -0.15
C 2.69 4.68 3.55 -0.58
C 3.08 5.55 4.55 -0.82
C 3.09 5.14 5.88 -0.58
C 2.69 3.85 6.22 -0.92
C 2.30 2.96 5.23 0.02
C 3.29 2.00 1.71 0.61
C 4.49 1.91 2.41 -0.51
C 5.66 1.74 1.69 -1.01
C 5.62 1.67 0.30 -0.83
C 4.41 1.73 -0.37 -0.96
C 3.22 1.91 0.33 0.38
C -0.87 4.11 0.16 -0.16
C -2.22 4.44 0.10 -0.12
C -2.59 5.58 -0.60 -0.97
C -1.63 6.36 -1.23 -0.63
C -0.28 6.01 -1.16 -0.79
C 0.10 4.88 -0.48 -0.52
C -1.61 2.11 2.01 0.88
C -2.01 3.05 2.96 -0.93
C -3.03 2.71 3.84 -1.19
C -3.62 1.45 3.76 -0.79
C -3.17 0.51 2.84 -0.69
C -2.16 0.84 1.95 1.20
H 1.05 -3.15 3.09 0.14
H -0.43 -4.49 4.55 0.51
H -2.07 -3.36 6.02 0.45
H -2.18 -0.90 6.10 0.51
H -0.67 0.46 4.66 0.45
H 3.22 -1.07 0.72 0.30
H 5.54 -1.93 1.02 0.60
H 6.39 -2.41 3.28 0.51
H 4.96 -2.03 5.26 0.52
H 2.67 -1.11 4.97 0.57
H 2.67 4.98 2.51 0.46
H 3.39 6.56 4.29 0.46
H 3.39 5.83 6.65 0.44
H 2.69 3.54 7.26 0.49
H 1.98 1.95 5.47 0.40
H 4.51 1.97 3.49 0.58
H 6.60 1.68 2.21 0.48
H 6.54 1.56 -0.26 0.46
H 4.38 1.67 -1.46 0.58
H 2.27 1.98 -0.19 0.18
H -2.97 3.82 0.58 0.43
H -3.64 5.85 -0.66 0.47
H -1.93 7.25 -1.76 0.44
H 0.46 6.62 -1.66 0.46
H 1.15 4.58 -0.42 0.40
H -1.53 4.02 3.01 0.61
H -3.38 3.43 4.56 0.49
H -4.44 1.21 4.42 0.53
H -3.62 -0.47 2.80 0.39
H -1.79 0.13 1.22 -0.84
C -1.62 2.59 -3.35 -0.89
As -1.50 0.77 -2.66 1.09
C -2.91 1.03 -1.32 -1.11
C -2.70 -0.30 -3.77 -0.93
C -2.43 -0.63 -5.25 2.85
C -2.24 0.66 -6.06 -1.88
C -1.23 -1.57 -5.50 -1.77
As 0.59 -1.15 -4.78 1.07
C 1.53 -2.36 -6.00 -1.41
C 1.08 0.50 -5.75 -1.25
C -3.72 -1.30 -5.81 -2.22
As -4.75 -2.81 -5.05 0.29
C -3.52 -3.91 -4.01 -0.42
C -5.64 -1.93 -3.53 -0.83
H -2.65 2.80 -3.61 0.45
H -0.97 2.75 -4.21 0.42
H -1.30 3.26 -2.55 -0.06
H -3.77 1.53 -1.78 0.86
H -2.54 1.65 -0.52 -0.18
H -3.23 0.07 -0.92 0.08
H -3.66 0.22 -3.71 1.01
H -2.77 -1.21 -3.18 -0.91
H -1.36 1.20 -5.73 0.10
H -3.10 1.31 -5.96 0.44
H -2.12 0.42 -7.12 0.46
H -1.07 -1.65 -6.58 0.61
H -1.46 -2.57 -5.13 0.34
H 1.30 -2.09 -7.03 0.45
H 1.22 -3.39 -5.81 0.35
H 2.60 -2.27 -5.85 0.44
H 0.64 0.52 -6.76 0.35
H 2.16 0.53 -5.85 0.50
H 0.76 1.39 -5.21 0.20
H -3.51 -1.61 -6.84 0.51
H -4.50 -0.53 -5.89 0.56
H -2.96 -4.58 -4.65 0.40
H -4.15 -4.52 -3.35 0.46
H -2.83 -3.34 -3.40 -0.39
H -5.99 -0.94 -3.83 0.28
H -4.99 -1.83 -2.66 0.00
H -6.51 -2.52 -3.26 0.45
Cl 2.17 -5.09 1.23 -0.14
C 2.30 -3.85 0.05 -0.06
C 3.31 -3.87 -0.90 -0.45
C 3.36 -2.84 -1.82 -1.45
C 2.44 -1.82 -1.76 -0.92
N 1.49 -1.81 -0.82 0.99
C 1.39 -2.81 0.06 -0.20
H 4.04 -4.67 -0.90 0.60
H 4.12 -2.84 -2.60 0.56
H 2.45 -0.99 -2.45 0.90
H 0.60 -2.76 0.79 0.43
Br -1.28 -7.26 1.57 -0.12
C -1.64 -5.46 1.11 -0.28
C -2.42 -4.69 1.96 -0.68
C -2.68 -3.36 1.63 -0.67
C -2.14 -2.82 0.47 0.98
C -1.36 -3.61 -0.38 -0.17
C -1.12 -4.94 -0.06 -0.70
C -0.77 -3.04 -1.64 0.05
O -0.37 -3.77 -2.51 -0.59
O -0.79 -1.71 -1.77 0.31
H -2.81 -5.12 2.87 0.53
H -3.31 -2.77 2.27 0.49
H -2.33 -1.79 0.20 -0.31
H -0.55 -5.55 -0.75 0.67
```